154
Properties=species:S:1:pos:R:3 method="wB97M-V/def2-TZVPD" total_charge=+1 multiplicity=2 homo_energy_ha="-0.429 / -0.429" gap_ev="9.2 / 2.4" e_tot_ha=-5446.71737
C -16.40 16.13 14.42
C -17.39 15.42 15.34
C -18.57 14.74 14.61
O -18.74 13.47 15.19
C -17.65 13.16 15.95
O -17.32 12.03 16.25
O -16.80 14.25 15.90
H -16.11 15.55 13.54
H -15.48 16.34 14.97
H -16.92 17.00 14.01
H -17.70 15.97 16.23
H -18.33 14.70 13.55
H -19.52 15.24 14.79
C -11.35 18.89 20.34
C -11.71 17.73 19.35
C -12.61 16.63 19.91
O -13.49 16.42 18.84
C -13.51 17.49 18.04
O -14.31 17.79 17.16
O -12.64 18.32 18.47
H -11.18 19.83 19.83
H -10.45 18.58 20.86
H -12.24 19.00 20.96
H -10.81 17.46 18.79
H -13.22 16.99 20.74
H -12.02 15.76 20.20
C -16.85 22.24 21.59
C -15.97 21.03 21.60
C -15.03 20.81 20.37
O -13.76 21.04 21.01
C -13.86 21.31 22.33
O -12.97 21.48 23.14
O -15.18 21.20 22.69
H -17.69 22.21 20.90
H -16.23 23.04 21.19
H -17.19 22.57 22.57
H -16.45 20.07 21.76
H -15.28 21.54 19.60
H -15.16 19.81 19.95
C -14.68 16.62 10.27
C -14.44 18.07 10.70
O -15.03 19.03 10.15
C -13.59 18.24 12.06
H -15.16 16.56 9.30
H -15.46 16.24 10.92
H -13.76 16.04 10.37
H -12.54 18.19 11.78
H -13.84 17.43 12.75
H -13.80 19.20 12.54
C -20.60 21.92 12.88
C -22.01 21.37 13.23
O -22.59 20.49 12.56
C -22.82 22.08 14.29
H -20.36 21.61 11.86
H -19.86 21.62 13.63
H -20.79 22.99 12.83
H -23.56 21.34 14.62
H -23.46 22.88 13.93
H -22.34 22.43 15.20
C -16.99 21.51 10.49
C -17.17 22.91 10.92
O -18.20 23.27 11.46
C -16.04 23.84 10.54
H -17.18 20.82 11.32
H -15.96 21.23 10.23
H -17.75 21.31 9.74
H -16.07 23.95 9.46
H -15.11 23.54 11.03
H -16.19 24.85 10.91
C -12.06 21.21 16.56
C -11.11 20.30 15.85
O -9.97 20.05 16.24
C -11.64 19.76 14.51
H -12.89 20.69 17.04
H -12.48 21.89 15.83
H -11.52 21.79 17.31
H -11.96 20.65 13.96
H -12.49 19.12 14.74
H -10.81 19.28 13.99
C -15.60 19.86 14.89
C -16.08 20.93 13.98
C -16.59 22.05 14.83
S -17.43 21.25 16.27
O -18.91 21.15 16.08
O -16.91 21.80 17.53
C -16.77 19.58 15.88
H -14.69 20.14 15.43
H -15.30 18.90 14.45
H -16.88 20.43 13.43
H -15.40 21.31 13.21
H -17.20 22.84 14.39
H -15.84 22.72 15.25
H -17.58 19.04 15.39
H -16.50 19.04 16.79
C -13.37 24.52 19.11
C -12.98 26.01 19.48
C -14.21 26.75 20.02
S -15.69 26.01 19.29
O -16.25 26.96 18.30
O -16.63 25.34 20.24
C -14.74 24.70 18.37
H -13.49 23.87 19.98
H -12.60 24.02 18.53
H -12.51 26.52 18.64
H -12.18 26.05 20.22
H -14.13 27.83 20.06
H -14.30 26.54 21.09
H -14.58 25.05 17.35
H -15.45 23.87 18.31
C -23.28 18.90 16.38
C -23.61 17.87 15.23
C -22.25 17.56 14.65
S -21.17 17.19 16.12
O -19.83 17.71 15.94
O -21.40 15.80 16.55
C -22.14 18.23 17.21
H -24.08 19.26 17.02
H -22.80 19.82 16.04
H -24.30 18.25 14.47
H -24.18 17.02 15.61
H -21.77 18.42 14.19
H -22.15 16.72 13.96
H -21.44 18.83 17.79
H -22.56 17.45 17.85
C -16.84 16.84 19.77
C -17.57 18.17 19.39
C -18.57 18.49 20.46
S -19.37 16.90 20.92
O -20.33 16.52 19.91
O -19.75 17.02 22.36
C -17.79 15.90 20.61
H -16.07 17.07 20.51
H -16.31 16.37 18.94
H -18.12 18.13 18.45
H -16.93 19.03 19.18
H -19.34 19.20 20.16
H -18.04 18.72 21.38
H -18.08 14.94 20.19
H -17.42 15.76 21.62
C -19.62 25.51 14.08
C -19.67 24.94 15.51
C -18.62 25.72 16.30
S -17.21 26.15 15.15
O -16.17 25.13 15.20
O -16.91 27.60 15.27
C -18.13 25.73 13.58
H -20.16 26.45 14.02
H -20.26 24.91 13.44
H -19.41 23.90 15.37
H -20.67 25.06 15.94
H -18.12 25.22 17.13
H -18.89 26.71 16.67
H -17.62 24.84 13.21
H -17.98 26.58 12.92